{
  "formula": "C13H33BNO10P3S3",
  "method": "ωB97M-V with the def2-TZVPD basis set",
  "species": ["N", "P", "O", "C", "O", "C", "P", "S", "C", "O", "C", "C", "B", "O", "O", "P", "O", "H", "H", "H", "H", "H", "H", "H", "H", "H", "H", "H", "H", "H", "H", "H", "H", "H", "C", "C", "C", "S", "O", "O", "C", "H", "H", "H", "H", "H", "H", "H", "H", "C", "C", "C", "S", "O", "O", "C", "H", "H", "H", "H", "H", "H", "H", "H"],
  "coordinates": [[2.491, -1.271, 0.196], [3.804, -1.176, -0.883], [4.730, 0.024, -0.257], [3.199, -0.366, -2.435], [2.582, 0.913, -2.248], [1.170, 0.900, -2.413], [0.813, 0.858, -4.255], [0.435, 2.564, -5.097], [0.618, 2.172, -1.774], [-0.768, 2.334, -1.867], [-1.560, 1.195, -1.538], [-2.996, 1.648, -1.355], [-4.038, 0.466, -1.103], [-3.682, -0.859, -1.026], [-5.366, 0.758, -0.962], [1.157, 2.421, -0.020], [0.211, 1.862, 0.977], [1.851, -2.020, -0.035], [1.978, -0.409, 0.370], [4.179, 0.822, -0.199], [4.073, -0.284, -3.087], [2.519, -1.093, -2.895], [0.799, -0.012, -1.929], [-0.237, -0.066, -4.407], [2.000, 0.317, -4.769], [1.063, 3.007, -2.333], [-1.547, 0.479, -2.381], [-1.190, 0.664, -0.656], [-3.031, 2.328, -0.497], [-3.283, 2.190, -2.262], [-2.851, -1.051, -1.472], [-5.472, 1.717, -1.016], [1.241, 3.823, 0.076], [2.483, 1.972, 0.095], [7.925, 1.249, 2.556], [8.025, 2.124, 3.813], [6.618, 2.658, 4.112], [5.472, 1.433, 3.459], [4.732, 2.033, 2.372], [4.798, 0.771, 4.544], [6.713, 0.347, 2.767], [8.830, 0.665, 2.394], [7.769, 1.879, 1.678], [8.376, 1.519, 4.651], [8.733, 2.941, 3.681], [6.433, 2.773, 5.177], [6.424, 3.598, 3.598], [6.328, -0.096, 1.851], [6.917, -0.428, 3.506], [-8.685, -3.678, 0.085], [-7.496, -4.650, 0.063], [-6.243, -3.833, -0.274], [-6.554, -2.161, 0.323], [-6.611, -1.267, -0.799], [-5.704, -1.885, 1.453], [-8.224, -2.474, 0.899], [-9.573, -4.136, 0.519], [-8.929, -3.367, -0.933], [-7.385, -5.109, 1.047], [-7.645, -5.453, -0.658], [-5.352, -4.217, 0.217], [-6.075, -3.768, -1.347], [-8.826, -1.582, 0.744], [-8.167, -2.710, 1.961]],
  "gap_ev": 8.9,
  "homo_energy_ev": -8.8
}

***

{
  "formula": "C35H28CrN6O5S",
  "method": "ωB97M-V with the def2-TZVPD basis set",
  "species": ["Cr", "C", "C", "C", "C", "C", "C", "C", "S", "O", "O", "N", "C", "C", "C", "C", "C", "N", "H", "H", "H", "H", "H", "H", "H", "H", "H", "H", "H", "C", "C", "C", "C", "C", "C", "C", "C", "C", "C", "C", "C", "C", "C", "C", "N", "H", "H", "H", "H", "H", "H", "H", "H", "H", "H", "C", "C", "C", "O", "C", "O", "O", "H", "H", "H", "H", "H", "H", "H", "N", "C", "C", "C", "N", "C", "N"],
  "coordinates": [[0.551, -0.428, -0.326], [-6.762, 2.789, 1.795], [-5.460, 2.063, 2.011], [-4.887, 1.314, 0.985], [-3.673, 0.673, 1.167], [-3.027, 0.776, 2.391], [-3.576, 1.515, 3.423], [-4.793, 2.153, 3.229], [-1.474, -0.068, 2.597], [-0.946, 0.333, 3.872], [-1.741, -1.475, 2.367], [-0.617, 0.426, 1.349], [-0.036, 1.653, 1.285], [-0.189, 2.791, 2.091], [0.518, 3.919, 1.732], [1.347, 3.910, 0.610], [1.456, 2.743, -0.114], [0.788, 1.645, 0.225], [-7.339, 2.333, 0.990], [-6.578, 3.831, 1.524], [-7.372, 2.786, 2.698], [-5.397, 1.234, 0.031], [-3.217, 0.095, 0.369], [-3.049, 1.579, 4.367], [-5.230, 2.729, 4.038], [-0.821, 2.763, 2.964], [0.431, 4.817, 2.331], [1.903, 4.789, 0.318], [2.091, 2.666, -0.990], [-1.676, 1.376, -3.667], [-0.646, 1.545, -4.582], [0.641, 1.163, -4.237], [0.899, 0.612, -2.980], [-0.134, 0.422, -2.041], [-1.413, 0.819, -2.421], [2.269, 0.284, -2.554], [3.354, 0.201, -3.460], [4.610, -0.049, -3.005], [4.844, -0.162, -1.618], [6.125, -0.368, -1.063], [6.289, -0.443, 0.291], [5.182, -0.287, 1.148], [3.927, -0.097, 0.637], [3.721, -0.065, -0.760], [2.459, 0.082, -1.254], [-2.685, 1.676, -3.930], [-0.842, 1.977, -5.555], [1.437, 1.321, -4.957], [-2.234, 0.680, -1.722], [3.166, 0.290, -4.520], [5.442, -0.154, -3.691], [6.971, -0.468, -1.734], [7.268, -0.617, 0.717], [5.327, -0.347, 2.218], [3.074, 0.030, 1.286], [-1.443, -3.962, -0.061], [-1.223, -2.799, -1.013], [-2.282, -2.737, -2.101], [-1.254, -1.553, -0.282], [0.166, -2.932, -1.663], [0.391, -3.897, -2.368], [0.989, -1.970, -1.411], [-2.444, -3.908, 0.377], [-0.704, -3.945, 0.744], [-1.334, -4.896, -0.607], [-3.272, -2.641, -1.647], [-2.241, -3.649, -2.696], [-2.104, -1.880, -2.751], [-1.430, -1.747, 0.665], [1.383, -1.565, 1.298], [1.897, -2.388, 1.927], [2.553, -3.340, 2.703], [3.879, -3.083, 3.111], [4.968, -2.859, 3.431], [1.887, -4.527, 3.080], [1.345, -5.499, 3.390]],
  "gap_ev": [7.0, 7.1],
  "s_squared": 0.984,
  "total_charge": -1,
  "relative_energy_kj_mol": 30.3,
  "homo_energy_ev": [-5.1, -5.1],
  "multiplicity": 2
}

***

{
  "formula": "H9O4",
  "method": "ωB97M-V with the def2-TZVPD basis set",
  "species": ["O", "H", "H", "H", "O", "H", "H", "O", "H", "H", "O", "H", "H"],
  "coordinates": [[-1.707, -0.842, -0.481], [-2.298, -0.462, 0.303], [-1.829, -0.105, -1.117], [-0.717, -0.800, -0.173], [-2.420, 1.767, -1.238], [-2.195, 2.708, -1.182], [-3.362, 1.750, -1.008], [0.632, -0.825, 0.498], [1.334, -1.436, 0.238], [0.942, -0.184, 1.153], [3.492, -0.237, 1.105], [4.120, -0.335, 0.381], [4.117, -0.081, 1.840]],
  "gap_ev": [3.6, 11.8],
  "s_squared": 0.751,
  "relative_energy_kj_mol": 17.9,
  "homo_energy_ev": [-3.3, -11.6],
  "multiplicity": 2
}

***

Asked for E across the records above, the calculation gives -3565.8351 -3498.0820 -306.2151 Eh in order.